Model P:
{
  "formula": "C5H10NOS",
  "method": "the ωB97M-V functional and the def2-TZVPD basis",
  "homo_energy_ev": -13.7,
  "charge": 1,
  "smiles": "CC[C@H]1CSC[N+]1=O",
  "orbital_gap_ev": 7.03,
  "elements": ["C", "C", "C", "C", "C", "N", "O", "S", "H", "H", "H", "H", "H", "H", "H", "H", "H", "H"],
  "positions_angstrom": [[0.562, 0.869, -1.143], [2.263, -0.280, 0.407], [-0.125, -0.386, -0.676], [-2.248, 0.502, 0.376], [-0.940, -0.164, 0.681], [0.979, -1.174, -0.078], [1.019, -2.358, -0.092], [1.666, 1.395, 0.246], [1.146, 0.748, -2.120], [-0.133, 1.696, -1.116], [2.462, -0.643, 1.390], [3.298, -0.522, 0.104], [-0.696, -0.988, -1.502], [-2.205, 1.559, 0.041], [-2.817, 0.412, 1.300], [-2.853, -0.027, -0.438], [-1.131, -1.150, 1.221], [-0.247, 0.512, 1.399]],
  "lowdin_charge": [-0.357, -0.303, -0.282, -0.105, -0.223, -0.121, 0.243, 0.946, 0.134, 0.080, 0.088, 0.123, 0.215, 0.090, 0.087, 0.115, 0.143, 0.125]
}


Model Q:
{
  "formula": "C5H10NOS",
  "method": "the ωB97M-V functional and the def2-TZVPD basis",
  "homo_energy_ev": [-13.8, -13.2],
  "charge": 1,
  "orbital_gap_ev": [7.88, 5.85],
  "elements": ["C", "C", "C", "C", "C", "N", "O", "S", "H", "H", "H", "H", "H", "H", "H", "H", "H", "H"],
  "positions_angstrom": [[0.836, 1.759, 2.708], [-0.897, -1.009, -1.103], [-2.223, -1.060, -0.330], [-0.020, 0.195, -0.820], [1.373, 0.103, -1.527], [0.999, 1.155, 1.664], [0.965, -1.263, 1.072], [0.117, -0.168, 1.079], [0.002, 1.402, 3.308], [1.259, 2.642, 3.092], [-0.422, -1.996, -1.064], [-1.208, -0.837, -2.114], [-2.882, -0.194, -0.136], [-2.454, -2.081, 0.049], [-0.607, 1.151, -0.862], [1.408, 0.066, -2.618], [1.762, -0.751, -1.025], [1.991, 0.884, -1.373]],
  "lowdin_charge": [-0.022, -0.288, 0.216, -0.364, -0.033, -0.143, -0.358, 0.963, 0.090, 0.092, 0.135, 0.145, 0.100, 0.107, 0.141, 0.109, 0.067, 0.043]
}


Most stable: model P (next structure +1.433 eV)